Below is a cluster of 2 separate species, C20H23 in total, with properties calculated with wB97M-V/def2-TZVPD.

Each atom is followed by the atoms it is bonded to, with distances in Å.
Atoms and positions in Å:
1 C 0.3140 -2.7337 1.2619  C2 1.542, C7 1.542, H8 1.100, H9 1.098
2 C 1.4163 -1.6602 1.3628  C1 1.542, C3 1.542, H10 1.100, H11 1.097
3 C 1.1933 -0.7360 2.5774  C2 1.542, C4 1.505, H12 1.096, H13 1.097
4 C -0.2054 -0.1792 2.5788  C3 1.505, C5 1.324, C6 1.505
5 C -0.4417 1.1231 2.5865  C4 1.324, H14 1.071, H15 1.071
6 C -1.3165 -1.1884 2.4651  C4 1.505, C7 1.542, H16 1.096, H17 1.097
7 C -1.0977 -2.1133 1.2504  C1 1.542, C6 1.542, H18 1.097, H19 1.100
8 H 0.4652 -3.3505 0.3641  C1 1.100
9 H 0.4005 -3.4239 2.1120  C1 1.098
10 H 2.4065 -2.1363 1.4117  C2 1.100
11 H 1.4203 -1.0560 0.4466  C2 1.097
12 H 1.3599 -1.2941 3.5056  C3 1.096
13 H 1.9299 0.0765 2.5841  C3 1.097
14 H -1.4389 1.5107 2.5363  C5 1.071
15 H 0.3560 1.8370 2.6200  C5 1.071
16 H -1.3581 -1.7836 3.3842  C6 1.096
17 H -2.2877 -0.6837 2.3952  C6 1.097
18 H -1.2328 -1.5338 0.3282  C7 1.097
19 H -1.8602 -2.9052 1.2211  C7 1.100
20 C -0.1210 4.2007 0.9048  C21 1.420, C27 1.421, H33 1.077
21 C -1.0241 3.5285 0.0388  C20 1.420, C22 1.415, C26 1.413
22 C -0.4767 2.8431 -1.0711  C21 1.415, C23 1.373, H34 1.079
23 C -1.2759 2.1610 -1.9543  C22 1.373, C24 1.384, H35 1.078
24 C -2.6466 2.1221 -1.7652  C23 1.384, C25 1.384, H36 1.077
25 C -3.2181 2.7850 -0.6931  C24 1.384, C26 1.374, H37 1.080
26 C -2.4291 3.4879 0.1855  C21 1.413, C25 1.374, H38 1.069
27 C -0.2936 4.9363 2.1079  C20 1.421, C28 1.416, C32 1.414
28 C 0.8591 5.5153 2.6915  C27 1.416, C29 1.373, H39 1.079
29 C 0.7768 6.2833 3.8267  C28 1.373, C30 1.384, H40 1.078
30 C -0.4498 6.5110 4.4255  C29 1.384, C31 1.384, H41 1.077
31 C -1.5946 5.9351 3.9018  C30 1.384, C32 1.375, H42 1.080
32 C -1.5208 5.1455 2.7786  C27 1.414, C31 1.375, H43 1.070
33 H 0.9043 4.1473 0.5800  C20 1.077
34 H 0.5915 2.8639 -1.2196  C22 1.079
35 H -0.8337 1.6706 -2.8062  C23 1.078
36 H -3.2676 1.5910 -2.4674  C24 1.077
37 H -4.2890 2.7591 -0.5594  C25 1.080
38 H -2.9114 4.0415 0.9626  C26 1.069
39 H 1.8184 5.3436 2.2291  C28 1.079
40 H 1.6704 6.7161 4.2469  C29 1.078
41 H -0.5090 7.1325 5.3035  C30 1.077
42 H -2.5471 6.1182 4.3758  C31 1.080
43 H -2.4127 4.6567 2.4476  C32 1.070

Computed properties:
* Kohn-Sham gap: 5.75 eV
* highest occupied orbital energy: -11.696 eV
* charge: +1
* energy above the lowest of the compared OMol25 structures with the same formula, charge and spin: 0.000 eV

Calculated atomic charges, method Mulliken, unit e: -0.675, -0.605, -0.789, 1.163, -1.274, -0.795, -0.585, 0.325, 0.321, 0.316, 0.303, 0.319, 0.340, 0.209, 0.201, 0.318, 0.355, 0.296, 0.312, -0.596, 1.317, -0.583, -0.769, -0.310, -1.091, 0.031, 1.146, -0.423, -0.734, -0.252, -1.052, -0.057, 0.280, 0.416, 0.435, 0.448, 0.460, 0.318, 0.400, 0.411, 0.420, 0.421, 0.308